[1]
C25H40ClF16N4O3 | ωB97M-V/def2-TZVPD

```
! wB97M-V def2-TZVPD RIJCOSX def2/J DEFGRID3
* xyz 1 1
C -0.893 -0.735 2.865
F -5.970 -5.926 -2.459
H 2.758 -0.760 0.326
H 5.080 6.555 2.372
H 2.393 0.841 5.077
Cl 3.345 -2.754 -0.768
H -0.380 1.033 4.029
H 2.862 6.364 4.458
C -5.880 0.107 -7.796
H -3.175 -6.213 0.186
F -3.692 -2.819 -8.168
H 3.304 3.617 4.204
C 3.967 3.079 3.528
F -5.166 -2.736 1.030
F -6.402 -4.814 -0.648
C 1.465 0.326 3.199
H -4.693 -3.942 2.549
F -4.737 -2.429 -5.547
C -3.083 -3.256 -7.053
O -4.279 -5.333 -1.199
H 4.920 3.613 1.658
H -6.590 0.466 -7.046
F -4.928 -2.657 -1.778
N 5.259 0.223 2.765
F -5.994 -1.228 -7.921
H 1.421 0.771 2.204
F -4.481 1.870 -7.346
H -1.808 -0.152 2.751
C -3.964 -5.462 0.172
H 3.236 7.724 3.419
C 0.071 0.072 3.776
H 4.351 7.330 4.726
H -4.676 -0.056 -5.317
C 3.474 -1.554 0.534
C 4.902 -1.014 0.632
C -3.434 -2.353 -5.865
C -4.448 0.506 -7.421
F -2.415 -4.768 1.749
H 3.214 3.172 1.551
C -5.425 -3.683 -2.504
H -4.796 -5.870 0.747
C 4.432 5.972 3.031
H -0.062 -0.180 0.920
C 3.168 5.748 1.012
F -2.748 -2.845 -4.799
F -3.520 -4.505 -6.780
C 2.254 1.286 4.087
H 0.213 -0.493 4.702
O -3.012 -1.073 -6.062
N 3.553 1.641 3.453
H 1.952 4.278 0.047
H 4.976 3.123 3.944
H 2.004 -0.626 3.134
C 3.683 6.903 3.980
H 0.428 -1.801 1.479
H -2.003 -3.269 -7.207
H -3.253 0.867 -5.747
F -2.662 -3.485 -0.011
H 5.082 5.324 3.622
F -6.180 0.670 -8.986
H 2.564 5.560 -0.991
C -3.889 0.042 -6.065
F -6.664 -3.348 -2.919
H 5.532 -1.747 1.140
C -4.222 -3.361 1.752
C -5.514 -4.950 -1.647
C 4.582 0.765 3.744
C 3.938 3.735 2.137
H 4.043 0.891 1.210
C 4.977 0.349 1.335
H 4.380 0.922 5.713
C -0.386 -1.070 1.461
O 3.109 6.952 0.947
H -1.195 -1.536 0.897
F -3.600 0.167 -8.412
C 2.831 4.887 -0.181
C -3.333 -4.250 0.877
H 3.653 4.233 -0.466
H 5.289 -0.885 -0.379
H 6.062 -0.336 3.024
H 5.081 -0.498 5.246
H -1.186 -1.659 3.360
F -3.434 -2.409 2.318
N 4.986 0.488 5.026
H 5.779 0.941 0.891
H 1.689 2.211 4.189
N 3.519 5.128 2.224
H 3.165 -2.057 1.450
H -4.782 -3.855 -3.368
*
```

Calculated values
- HOMO: -0.4423 Eh
- E_LUMO: -3.365 eV



[2]
C5H10N2 | ωB97M-V/def2-TZVPD

```
! wB97M-V def2-TZVPD RIJCOSX def2/J DEFGRID3
* xyz 0 1
C 0.624 0.942 -1.499
C -0.382 -2.229 -0.014
C -0.296 -0.921 -0.118
H 0.506 -2.851 -0.005
H -0.207 1.653 -1.531
H 1.693 1.568 1.012
H -1.355 -2.711 -0.055
H 1.626 -0.752 -0.207
H 1.558 1.504 -1.580
N -2.480 0.191 0.868
H -0.061 1.755 1.108
H 0.535 0.273 -2.356
H 0.733 0.411 1.954
N -1.915 -0.075 -0.176
C 0.748 1.021 1.049
C 0.589 0.174 -0.195
H -1.915 0.046 1.743
*
```

Calculated values
- HOMO: -0.2886 Eh
- Energy relative to the best compared isomer or geometry (same formula, charge and spin): 99.9 kcal per mole
- E_LUMO: 0.873 eV



[3]
C3H7OS | ωB97M-V/def2-TZVPD

```
! wB97M-V def2-TZVPD RIJCOSX def2/J DEFGRID3
* xyz -1 1
C 1.184 -0.447 -0.627
H -0.824 1.321 1.284
H -0.796 -0.605 0.106
H -0.598 0.764 -0.997
H 2.275 -2.037 -1.401
H 2.108 0.089 -0.415
S -2.550 1.567 1.403
H 0.429 -2.243 -1.491
H -2.581 2.021 2.658
O 0.177 0.978 0.945
C 1.277 -1.613 -1.272
C -0.102 0.206 -0.194
*
```

Calculated values
- HOMO: -0.1252 Eh
- Energy relative to the best compared isomer or geometry (same formula, charge and spin): 23.0 kcal per mole
- E_LUMO: 3.907 eV



[4]
C5H8N2 | ωB97M-V/def2-TZVPD

```
! wB97M-V def2-TZVPD RIJCOSX def2/J DEFGRID3
* xyz 0 1
C 0.338 0.102 0.537
H -1.874 -1.716 -1.243
H 2.131 1.187 0.727
N 1.676 -4.294 0.217
C -1.179 -1.580 -0.424
H -1.662 -1.823 0.518
H -0.325 -2.306 -0.522
C 1.055 1.371 0.736
C 0.971 -3.515 -0.239
H 0.824 1.777 1.725
H 0.809 2.118 -0.015
H -0.796 1.594 -1.223
H 0.651 -0.720 1.172
N -1.186 0.655 -1.258
C -0.668 -0.174 -0.409
*
```

Calculated values
- HOMO (spin up / spin down): -0.3766 / -0.3215 Eh
- Energy relative to the best compared isomer or geometry (same formula, charge and spin): 130.7 kcal per mole
- E_LUMO (spin up / spin down): -1.002 / -3.963 eV



[5]
C5H14O2 | ωB97M-V/def2-TZVPD

```
! wB97M-V def2-TZVPD RIJCOSX def2/J DEFGRID3
* xyz 0 1
H 2.230 1.481 0.271
O -0.553 2.853 -0.247
H -1.055 2.081 -0.564
C -1.024 -1.909 1.643
C -1.149 -0.982 0.749
H -1.219 -0.964 -2.877
H -1.340 3.286 -0.084
O -1.673 -0.052 -2.730
C -0.028 0.120 0.488
H -2.393 -0.210 -1.970
H 3.416 0.089 0.122
H -0.297 0.617 -0.481
H -1.939 -2.457 1.760
H -0.095 -2.083 2.148
C 1.311 -0.519 0.415
C 2.465 0.468 -0.075
H -2.131 -0.785 0.206
H 2.491 0.738 -1.192
H 0.040 0.810 1.351
H 1.543 -1.089 1.341
H 1.399 -1.492 -0.271
*
```

Calculated values
- HOMO: -0.3680 Eh
- Energy relative to the best compared isomer or geometry (same formula, charge and spin): 57.7 kcal per mole
- SMILES: C=CCCC.O.O
- E_LUMO: 0.484 eV



[6]
C5H11N | ωB97M-V/def2-TZVPD

```
! wB97M-V def2-TZVPD RIJCOSX def2/J DEFGRID3
* xyz 0 1
H -2.972 -0.822 -0.720
H 2.006 2.137 1.467
H -2.043 -1.854 0.267
H -1.269 1.149 0.127
N 1.915 0.209 -0.399
H 2.289 0.906 -1.076
C -0.428 0.475 -0.110
H 0.048 -1.428 -0.629
H -2.134 -2.194 -1.364
H -0.706 -0.536 -2.034
C 1.335 1.359 1.838
C 0.848 0.645 0.468
H 1.694 -0.588 -1.012
H 0.477 1.899 2.190
C -2.045 -1.340 -0.659
H 1.712 0.683 2.628
C -0.725 -0.700 -0.980
*
```

Calculated values
- HOMO: -0.2873 Eh
- Energy relative to the best compared isomer or geometry (same formula, charge and spin): 50.6 kcal per mole
- SMILES: CC/C=C(/C)N
- E_LUMO: 1.077 eV



[7]
C30H33N3O4PReS2 | ωB97M-V/def2-TZVPD

```
! wB97M-V def2-TZVPD RIJCOSX def2/J DEFGRID3
* xyz 1 4
H 4.642 -1.794 -4.214
C 1.316 7.198 0.403
H 0.263 0.621 5.221
C 1.806 -1.796 -0.601
O 2.443 -2.574 0.073
H 3.825 1.180 2.912
C -2.232 3.013 -2.170
H 2.601 0.319 0.962
C 3.533 0.030 -4.074
H -2.864 -0.939 -4.527
H -2.134 3.846 -2.862
H 2.380 4.858 0.777
H -0.825 -1.858 -2.427
H -0.359 8.135 0.123
O 0.537 -1.596 -0.505
Re -0.416 0.132 0.130
H -4.495 1.188 -3.022
P -1.885 0.221 -1.802
H 3.630 -2.761 -2.161
H -0.789 1.815 -3.224
C -2.758 -3.462 1.018
H 1.301 2.666 1.154
C 2.793 0.882 3.009
C 1.307 4.780 0.854
C 0.199 0.032 3.154
C 0.699 3.557 1.041
N -1.617 -1.368 1.199
S -1.571 1.960 1.199
H -3.811 0.832 -0.571
C 2.105 0.252 -2.146
C -0.691 3.483 1.071
S 1.131 1.380 -1.200
C -2.963 -3.482 2.395
H -1.462 6.758 0.900
O 0.596 8.283 0.093
C -2.361 -1.694 -3.928
C 3.360 -1.775 -2.505
H 2.379 1.777 -3.616
O 2.514 7.222 0.367
C 2.445 -1.046 -1.754
C -0.831 5.879 0.892
C 2.101 0.398 1.920
H -1.862 -2.387 -4.602
H -1.377 -0.498 4.279
H -3.094 -4.273 0.392
N -1.063 -0.506 3.316
N 0.815 0.024 1.964
H -5.686 0.360 -2.039
H -1.587 3.204 -1.317
C -2.442 -2.456 3.153
H -4.693 -0.560 -3.162
H -2.541 -2.459 4.227
H -0.547 -0.571 -3.585
C -1.712 -1.434 2.528
H -2.460 1.532 -3.738
H 2.590 1.445 5.081
H -3.104 -2.255 -3.368
H -3.832 -0.899 -0.872
C -1.447 4.653 1.039
C 2.659 0.781 -3.313
H -3.484 -4.302 2.866
H -1.953 -2.310 -0.595
C 2.115 1.011 4.217
C 0.554 5.948 0.737
C 0.816 0.563 4.295
H 3.936 0.447 -4.984
C 3.914 -1.235 -3.652
H -2.521 4.587 1.111
C -3.675 0.071 -1.349
C -2.112 -2.376 0.473
C -1.821 1.725 -2.869
C -4.690 0.275 -2.468
H -3.261 2.968 -1.823
C -1.326 -1.074 -3.001
*
```

Calculated values
- HOMO (spin up / spin down): -0.3888 / -0.4025 Eh
- Energy relative to the best compared isomer or geometry (same formula, charge and spin): 0.0 kcal per mole
- E_LUMO (spin up / spin down): -2.934 / -4.308 eV